[1]
19
Properties=species:S:1:pos:R:3 method="wB97M-V/def2-TZVPD" charge=+4 gap_ev="7.2 / 6.8" total_energy_ev=-76060.67960 multiplicity=9
Ho 0.223 0.892 -6.792
Rh 0.404 0.053 0.021
Cl -0.729 3.089 -6.568
Cl 1.760 -1.241 -1.140
C -0.543 -1.245 0.974
C -0.260 1.196 -9.017
C 0.507 -0.867 -8.429
O -1.272 -2.034 1.452
O -0.473 1.193 -10.160
O 0.592 -1.579 -9.330
C -0.139 4.178 1.057
S -0.243 2.192 0.933
C 1.208 1.915 1.958
H -0.904 4.557 0.359
H 0.883 4.499 0.786
H -0.416 4.393 2.107
H 2.004 2.626 1.706
H 0.902 2.072 3.000
H 1.571 0.875 1.820

---

[2]
15
Properties=species:S:1:pos:R:3 method="wB97M-V/def2-TZVPD" e_above_lowest_ev=0.595 smiles=ClC(Cl)Cl.ClC(Cl)Cl.ClC(Cl)Cl gap_ev=11.0 total_energy_ev=-115860.73933
Cl 0.958 2.176 4.315
C -0.397 1.393 3.498
Cl -0.574 2.124 1.879
Cl -1.866 1.575 4.464
H -0.023 0.384 3.328
Cl 1.155 -0.704 1.232
C 0.065 -1.642 0.165
Cl -1.449 -0.736 -0.140
Cl -0.281 -3.203 0.865
H 0.510 -1.882 -0.800
Cl 1.702 -0.689 -2.950
C 0.320 0.216 -3.703
Cl -1.299 -0.727 -3.679
Cl 0.834 0.604 -5.392
H 0.346 1.111 -3.081

---

[3]
9
Properties=species:S:1:pos:R:3 method="wB97M-V/def2-TZVPD" e_above_lowest_ev=2.540 gap_ev="6.6 / 6.6" total_energy_ev=-24275.79526
C 0.778 -0.605 1.737
N -1.026 0.741 -2.130
S -0.888 0.119 1.532
S -0.640 1.684 0.411
H 1.518 0.188 1.733
H 0.966 -1.307 0.929
H 0.774 -1.119 2.695
H -2.018 0.586 -1.967
H -0.938 1.653 -2.570

---

[4]
67
Properties=species:S:1:pos:R:3 method="wB97M-V/def2-TZVPD" charge=+4 gap_ev="2.7 / 3.8" total_energy_ev=-56048.81448 multiplicity=3
W 0.041 -0.117 -1.505
P -0.661 -0.406 -3.624
P -1.369 -1.207 -0.043
P 1.924 0.506 -0.454
H 1.629 -4.708 0.117
C 1.392 -4.902 -0.971
C 2.330 -4.546 -1.877
H 3.112 -3.810 -1.485
C -0.260 -1.657 -4.857
C -2.512 -0.426 -3.567
C -0.267 1.232 -4.326
C -0.825 -1.580 1.607
C -2.138 0.383 0.062
C -2.572 -2.410 -0.583
C 2.166 0.150 1.316
C 1.043 2.153 -0.412
C 3.545 0.810 -1.130
H 0.376 -5.015 -1.441
H 2.001 -4.373 -2.961
H -0.839 -1.516 -5.780
H -0.486 -2.650 -4.448
H 0.807 -1.604 -5.097
H -2.921 -0.139 -4.544
H -2.922 0.264 -2.818
H -2.868 -1.436 -3.324
H -0.779 1.339 -5.291
H 0.824 1.333 -4.472
H -0.609 2.033 -3.659
H -1.624 -2.155 2.074
H -0.677 -0.638 2.139
H 0.108 -2.144 1.599
H -3.195 0.110 0.191
H -2.045 1.034 -0.813
H -1.828 0.901 0.977
H -3.559 -1.944 -0.613
H -2.587 -3.239 0.126
H -2.370 -2.825 -1.573
H 3.114 0.592 1.651
H 2.211 -0.941 1.410
H 1.338 0.545 1.927
H 1.854 2.903 -0.378
H 0.430 2.311 0.493
H 0.451 2.359 -1.328
H 4.048 1.657 -0.648
H 3.476 0.990 -2.224
H 4.117 -0.107 -0.943
C 3.337 -0.123 -4.648
C 2.849 -0.557 -5.946
C 3.346 -1.696 -6.563
C 4.262 -2.539 -5.896
C 4.677 -2.202 -4.595
C 4.200 -1.067 -3.961
O 2.936 0.996 -4.153
H 0.053 -1.658 -0.952
H 2.126 0.100 -6.436
H 3.020 -1.917 -7.587
H 4.613 -3.458 -6.402
H 5.395 -2.861 -4.104
H 4.518 -0.856 -2.956
N -1.952 1.427 4.416
C -0.929 1.983 3.674
N -0.296 3.028 4.318
O -0.611 1.587 2.554
H -1.946 1.585 5.414
H -2.293 0.544 4.080
H 0.308 3.567 3.721
H -0.846 3.539 4.996

---

[5]
87
Properties=species:S:1:pos:R:3 method="wB97M-V/def2-TZVPD" smiles="COC(=O)OC.COC(=O)OC.CCO.CCO.CCO.CCO.CCO.CCO.CCO" gap_ev=10.2 total_energy_ev=-48230.65122
C 4.942 0.169 -2.989
O 5.302 -0.625 -1.807
C 4.332 -1.448 -1.355
O 3.320 -1.751 -1.890
O 4.616 -1.808 -0.079
C 3.812 -2.858 0.445
H 5.907 0.622 -3.227
H 4.164 0.837 -2.698
H 4.555 -0.406 -3.816
H 4.123 -3.852 0.196
H 2.800 -2.753 0.175
H 3.815 -2.853 1.522
C -3.162 -1.070 -4.329
O -1.853 -1.280 -3.937
C -1.177 -0.217 -3.350
O -1.689 0.829 -3.023
O 0.082 -0.514 -3.174
C 0.875 0.648 -2.636
H -3.141 -0.710 -5.356
H -3.728 -0.294 -3.746
H -3.713 -1.987 -4.204
H 0.435 1.081 -1.769
H 0.915 1.372 -3.458
H 1.882 0.254 -2.457
C -3.113 -3.647 0.309
C -2.036 -4.525 1.023
O -0.715 -4.068 0.844
H -4.021 -3.632 0.869
H -3.398 -4.127 -0.624
H -2.887 -2.558 0.152
H -2.077 -5.595 0.780
H -2.312 -4.392 2.062
H -0.448 -4.316 -0.061
C 0.354 4.630 3.300
C -1.095 4.556 2.738
O -1.668 3.290 2.714
H 0.348 4.182 4.264
H 0.589 5.638 3.504
H 1.127 4.066 2.721
H -1.055 4.999 1.751
H -1.765 5.203 3.357
H -1.158 2.709 2.124
C 3.888 2.297 0.154
C 3.447 3.562 -0.583
O 2.841 3.087 -1.779
H 4.849 1.915 -0.272
H 3.111 1.526 -0.025
H 3.981 2.478 1.233
H 4.184 4.293 -0.734
H 2.641 4.084 -0.049
H 2.479 3.814 -2.313
C -1.349 0.700 5.462
C -2.719 0.888 4.735
O -2.689 0.972 3.324
H -1.116 -0.396 5.397
H -1.480 0.995 6.511
H -0.558 1.348 5.084
H -3.110 1.853 5.128
H -3.484 0.177 5.053
H -2.446 1.877 3.104
C 0.724 -0.583 0.560
C 0.169 0.410 1.508
O -0.546 1.543 0.968
H -0.095 -0.897 -0.161
H 1.215 -1.486 1.058
H 1.491 -0.068 -0.009
H 1.021 0.895 2.023
H -0.488 -0.001 2.259
H -1.401 1.163 0.679
C 1.540 -3.609 -3.691
C 0.673 -3.666 -2.438
O 1.090 -4.716 -1.612
H 1.117 -2.953 -4.506
H 1.735 -4.651 -4.050
H 2.518 -3.141 -3.476
H -0.249 -4.044 -2.726
H 0.607 -2.752 -1.952
H 2.038 -4.616 -1.496
C -4.552 2.291 0.645
C -4.101 1.160 -0.272
O -3.111 0.344 0.320
H -3.824 3.119 0.717
H -4.809 1.891 1.605
H -5.521 2.673 0.276
H -3.565 1.548 -1.172
H -4.914 0.508 -0.610
H -3.315 0.370 1.256